# C3H4OS

An isolated molecule of C3H4OS at a distorted geometry (ωB97M-V/def2-TZVPD, the OMol25 dataset).

XYZ file:
```
9
Properties=species:S:1:pos:R:3:forces:R:3:lowdin_charge:R:1
O -1.722461 -1.386750 0.277752 -0.77 -0.95 -0.26 0.16
C -0.998872 -0.470057 0.183573 1.39 0.60 2.71 -0.44
C -0.619431 0.768900 -0.372878 0.84 0.34 -2.47 -0.10
C 0.395437 0.095543 0.604025 -0.08 0.46 -0.04 -0.54
S 2.061449 -0.415945 0.053643 -0.72 -0.56 -0.19 0.68
H -0.490234 0.464553 -1.451078 0.37 0.81 0.74 0.15
H -0.878566 1.809208 -0.252433 -0.59 -0.10 0.21 0.11
H 0.481504 0.732074 1.553030 -0.38 -1.41 -1.27 0.11
H 1.771172 -1.597524 -0.595633 -0.06 0.80 0.56 -0.13
```
Forces are in eV/Å.

E_HOMO (eV): -9.1
ΔE to the lowest compared entry with this formula, charge and spin (eV): 2.125
E_LUMO (eV): 0.62
HOMO-LUMO gap (eV): 9.69
DFT total energy (Eh): -590.04656
Net charge: 0